# 1
123
Properties=species:S:1:pos:R:3:lowdin_charge:R:1 method="wB97M-V/def2-TZVPD" total_energy_ev=-59004.345 homo_lumo_gap_ev=9.936
C 14.416 18.184 14.982 -0.040
C 13.127 17.573 14.405 -0.411
C 13.384 16.324 13.468 -0.031
O 12.303 17.110 15.509 -0.082
H 14.075 19.144 15.363 0.074
H 15.238 18.319 14.264 0.092
H 14.775 17.633 15.841 0.048
H 12.648 18.391 13.839 0.136
H 13.823 16.457 12.489 0.066
H 12.328 16.035 13.281 0.074
H 13.777 15.460 14.008 0.069
H 11.560 16.633 15.083 0.077
C 18.597 12.536 13.267 -0.056
C 18.072 12.965 14.622 -0.469
C 18.940 14.009 15.317 -0.053
O 16.733 13.506 14.445 -0.096
H 18.665 13.417 12.606 0.092
H 17.795 11.950 12.826 0.060
H 19.524 11.991 13.286 0.076
H 17.965 12.038 15.218 0.138
H 18.925 14.949 14.734 0.095
H 19.970 13.661 15.434 0.077
H 18.612 14.196 16.347 0.065
H 16.345 13.668 15.321 0.038
C 16.018 15.754 17.811 -0.050
C 15.678 14.299 17.981 -0.492
C 14.628 14.007 19.016 -0.055
O 15.242 13.710 16.750 -0.087
H 16.639 15.855 16.916 0.073
H 16.502 16.267 18.648 0.086
H 15.108 16.340 17.580 0.074
H 16.581 13.752 18.311 0.139
H 14.910 14.319 20.019 0.082
H 14.559 12.910 19.018 0.079
H 13.671 14.443 18.727 0.074
H 14.306 13.942 16.632 0.035
C 9.421 11.519 9.299 -0.074
C 8.616 12.769 9.307 -0.531
C 7.145 12.489 9.445 -0.058
O 9.069 13.592 10.360 -0.062
H 9.230 10.911 10.203 0.095
H 10.481 11.739 9.316 0.045
H 9.250 10.889 8.409 0.092
H 8.799 13.314 8.372 0.142
H 6.719 13.477 9.587 0.081
H 6.902 11.853 10.314 0.083
H 6.755 12.009 8.540 0.085
H 8.892 13.122 11.203 0.060
C 13.015 10.099 9.191 -0.057
C 12.536 8.700 8.939 -0.448
C 13.414 7.781 8.102 -0.054
O 12.464 7.934 10.198 -0.072
H 14.068 10.217 9.455 0.078
H 12.352 10.599 9.896 0.065
H 12.897 10.670 8.256 0.079
H 11.543 8.810 8.488 0.135
H 13.642 8.132 7.094 0.080
H 12.761 6.887 7.994 0.090
H 14.334 7.531 8.636 0.075
H 11.573 7.596 10.258 0.087
C 12.167 13.836 7.577 -0.053
C 12.144 14.677 8.830 -0.486
C 13.474 14.926 9.456 -0.051
O 11.466 15.919 8.517 -0.053
H 12.632 12.858 7.688 0.058
H 12.685 14.358 6.780 0.077
H 11.129 13.728 7.225 0.079
H 11.494 14.165 9.539 0.114
H 13.983 14.077 9.881 0.056
H 13.282 15.579 10.328 0.080
H 14.219 15.419 8.819 0.096
H 12.121 16.612 8.376 0.080
C 11.483 11.980 12.746 -0.024
C 12.951 12.358 13.004 -0.459
C 13.439 11.878 14.398 -0.012
O 13.811 11.886 12.013 -0.068
H 11.405 10.887 12.750 0.085
H 11.176 12.293 11.752 0.060
H 10.825 12.410 13.511 0.049
H 12.959 13.448 12.858 0.126
H 12.922 12.481 15.149 0.059
H 14.503 12.083 14.420 0.065
H 13.222 10.817 14.557 0.066
H 13.926 10.939 12.187 0.042
C 16.157 9.083 11.280 -0.041
C 15.451 8.696 12.507 -0.501
C 16.052 9.118 13.794 -0.030
O 14.085 9.149 12.461 -0.081
H 16.160 10.170 11.204 0.090
H 15.558 8.719 10.434 0.072
H 17.181 8.739 11.175 0.095
H 15.381 7.593 12.510 0.148
H 17.079 8.729 13.841 0.100
H 15.418 8.698 14.558 0.067
H 16.054 10.226 13.853 0.087
H 13.751 8.952 11.577 0.059
O 15.824 14.168 11.649 -0.082
H 15.235 13.409 11.475 0.002
H 16.157 13.986 12.546 -0.002
O 10.065 14.745 14.784 -0.057
H 9.860 14.403 13.898 0.042
H 9.407 14.299 15.365 0.055
O 7.919 12.327 13.114 -0.060
H 7.080 12.728 13.383 0.056
H 8.317 12.063 13.959 -0.006
O 9.137 11.938 15.733 -0.043
H 10.015 11.625 15.445 0.058
H 8.850 11.316 16.399 0.061
O 12.730 14.729 16.370 -0.077
H 12.851 15.617 15.959 0.008
H 11.891 14.442 15.959 0.033
C 12.312 7.293 15.097 -0.166
O 11.802 8.367 14.325 -0.141
H 12.201 6.370 14.505 0.076
H 13.377 7.369 15.350 0.070
H 11.691 7.198 15.991 0.071
H 12.546 8.717 13.803 0.030
C 12.874 10.042 17.837 -0.162
O 11.692 9.283 18.034 -0.129
H 12.523 11.046 17.533 0.075
H 13.512 10.193 18.734 0.085
H 13.461 9.636 17.004 0.065
H 11.911 8.597 18.674 0.075

# 2
72
Properties=species:S:1:pos:R:3:lowdin_spin:R:1 method="wB97M-V/def2-TZVPD" total_energy_ev=-94881.534 multiplicity=5 homo_lumo_gap_ev="6.482 / 6.414"
Cr 0.939 -2.497 -4.130 3.969
C -1.449 1.168 -1.698 0.000
C -1.639 0.568 -2.845 0.002
C -1.268 1.219 -4.114 0.002
C 0.133 0.818 -4.556 0.018
C 1.359 1.304 -3.882 0.001
C 1.389 2.241 -2.939 0.003
C 0.296 3.080 -2.415 0.000
C -0.684 2.429 -1.380 0.000
C 0.657 -3.778 -2.459 -0.126
H -2.075 0.883 -0.841 0.000
H -1.964 -0.492 -2.882 0.001
H -1.362 2.312 -4.060 0.001
H -2.023 0.899 -4.926 0.000
H 0.171 -0.288 -4.472 0.015
H 0.237 1.111 -5.611 0.000
H 2.301 0.832 -4.250 0.000
H 2.361 2.439 -2.523 0.000
H -0.260 3.520 -3.252 0.000
H 0.792 3.915 -1.891 0.000
H -0.124 2.178 -0.464 0.000
H -1.391 3.227 -1.101 0.000
H 0.010 -3.428 -1.632 0.000
H 1.574 -4.041 -1.901 0.000
H 0.253 -4.743 -2.828 -0.012
P 1.598 -1.051 -6.308 0.037
P -2.305 0.315 -6.614 0.001
N 2.991 0.171 -6.715 0.003
N 2.213 -2.296 -7.368 0.004
N -2.382 1.741 -7.551 0.000
N -3.782 -0.391 -7.081 0.000
C 0.433 -0.215 -7.436 0.002
C -1.011 -0.778 -7.279 0.006
C 4.221 0.153 -6.041 0.001
C 5.139 0.946 -6.748 0.000
C 4.472 1.413 -7.919 0.000
C 3.194 0.878 -7.903 0.000
C 2.418 -3.611 -6.936 0.014
C 2.823 -4.373 -8.020 0.001
C 2.926 -3.500 -9.152 0.002
C 2.573 -2.228 -8.720 -0.001
C -3.131 2.875 -7.112 0.000
C -2.883 3.918 -7.986 0.000
C -1.964 3.453 -8.976 0.000
C -1.716 2.114 -8.732 0.000
C -4.712 -0.039 -8.093 0.000
C -5.321 -1.196 -8.516 0.000
C -4.841 -2.283 -7.725 0.000
C -3.967 -1.764 -6.784 0.000
H 0.745 -0.370 -8.487 0.000
H 0.402 0.882 -7.300 0.000
H -1.386 -1.193 -8.238 0.000
H -1.004 -1.639 -6.574 0.006
H 4.328 -0.398 -5.103 0.001
H 6.146 1.189 -6.445 0.000
H 4.846 2.129 -8.640 0.000
H 2.457 0.925 -8.696 0.000
H 2.240 -3.874 -5.901 0.010
H 3.011 -5.439 -7.986 0.000
H 3.187 -3.779 -10.170 0.000
H 2.572 -1.294 -9.269 0.000
H -3.644 2.850 -6.175 0.000
H -3.302 4.922 -7.926 0.000
H -1.492 4.045 -9.764 0.000
H -1.119 1.419 -9.305 0.000
H -4.934 0.986 -8.345 0.000
H -6.011 -1.275 -9.349 0.000
H -5.082 -3.322 -7.827 0.000
H -3.464 -2.238 -5.961 0.000
S 2.783 -0.987 -0.126 0.045
C 1.987 -1.170 -1.467 0.034
N 1.516 -1.500 -2.550 -0.039

# 3
106
Properties=species:S:1:pos:R:3:lowdin_spin:R:1 method="wB97M-V/def2-TZVPD" total_charge=+3 total_energy_ev=-95855.500 multiplicity=4 homo_lumo_gap_ev="6.869 / 6.851"
Cr -0.133 0.517 -0.255 2.952
C 2.152 -1.133 1.047 0.001
C 2.167 -0.090 2.154 0.001
C 2.295 1.291 1.586 0.006
C 3.143 2.220 2.178 -0.001
C 3.446 3.394 1.517 0.006
C 2.902 3.604 0.253 -0.001
C 2.020 2.675 -0.243 0.003
N 1.681 1.542 0.418 -0.012
N 0.833 -1.380 0.382 -0.014
C -0.062 -2.003 1.400 0.003
C -0.843 -0.992 2.174 0.007
C -1.414 -1.328 3.391 -0.002
C -2.242 -0.423 4.025 0.009
C -2.501 0.792 3.403 -0.001
C -1.896 1.057 2.198 0.006
N -1.039 0.207 1.599 -0.014
C 1.160 -2.404 -0.664 0.003
C 0.035 -2.947 -1.513 0.001
C 0.366 -3.805 -2.558 0.000
C -0.654 -4.326 -3.330 0.000
C -1.968 -3.990 -3.022 0.000
C -2.192 -3.135 -1.960 0.000
N -1.211 -2.603 -1.221 0.003
H 2.488 -2.090 1.451 -0.001
H 2.868 -0.848 0.275 0.000
H 3.059 -0.275 2.754 0.000
H 1.332 -0.185 2.849 0.000
H 3.595 1.986 3.133 0.000
H 4.122 4.115 1.958 0.000
H 3.150 4.476 -0.337 0.000
H 1.553 2.829 -1.206 0.000
H 0.520 -2.644 2.067 0.000
H -0.788 -2.624 0.882 0.000
H -1.215 -2.300 3.823 0.000
H -2.695 -0.665 4.977 0.000
H -3.171 1.519 3.839 0.000
H -2.121 1.966 1.665 0.000
H 1.641 -3.250 -0.160 0.000
H 1.926 -1.970 -1.307 0.000
H 1.404 -4.039 -2.765 0.000
H -0.433 -4.994 -4.152 0.000
H -2.798 -4.401 -3.581 0.000
H -3.202 -2.874 -1.662 0.000
N -0.923 4.674 0.230 0.006
C -0.538 3.447 0.594 0.007
N -0.727 2.551 -0.358 -0.012
C -1.267 3.264 -1.442 0.002
C -1.623 2.863 -2.733 0.000
C -2.108 3.830 -3.589 0.001
C -2.250 5.172 -3.191 0.000
C -1.893 5.585 -1.926 0.001
C -1.395 4.603 -1.074 0.000
H -0.866 5.499 0.808 0.000
H -0.093 3.247 1.557 0.000
H -1.506 1.841 -3.057 0.000
H -2.376 3.556 -4.601 0.000
H -2.634 5.895 -3.897 0.000
H -1.984 6.618 -1.619 0.000
C 3.396 -6.422 -2.679 0.000
C 3.703 -5.089 -3.310 0.000
C 4.355 -4.084 -2.602 0.000
C 4.697 -2.875 -3.199 0.000
C 4.361 -2.644 -4.525 0.000
N 4.765 -1.462 -5.220 0.000
C 4.954 -0.220 -4.680 0.000
O 5.767 0.579 -5.062 0.000
N 4.109 0.110 -3.584 -0.001
C 2.740 -0.064 -3.514 -0.001
C 1.949 -0.598 -4.536 0.010
C 0.586 -0.675 -4.344 -0.001
C 0.018 -0.245 -3.160 0.009
N 0.762 0.254 -2.159 -0.012
C 2.092 0.330 -2.347 0.005
C 3.684 -3.626 -5.240 0.000
C 3.372 -4.835 -4.639 0.000
H 3.785 -6.479 -1.663 0.000
H 3.844 -7.235 -3.251 0.000
H 2.320 -6.613 -2.641 0.000
H 4.664 -4.271 -1.579 0.000
H 5.279 -2.148 -2.648 0.000
H 5.319 -1.600 -6.054 0.000
H 4.486 0.905 -3.090 0.000
H 2.397 -0.922 -5.465 0.000
H -0.053 -1.073 -5.121 0.000
H -1.042 -0.314 -2.982 0.000
H 2.686 0.703 -1.527 0.000
H 3.439 -3.458 -6.283 0.000
H 2.885 -5.605 -5.227 0.000
O -3.433 -0.630 0.199 0.011
C -3.072 0.028 -0.766 0.007
O -1.877 0.327 -1.122 0.020
C -4.141 0.600 -1.708 -0.002
N -5.483 0.117 -1.196 0.000
C -6.107 -0.747 -2.271 0.000
C -5.522 -0.170 -3.547 0.000
C -4.068 0.117 -3.165 0.000
H -4.123 1.688 -1.644 0.000
H -6.092 0.898 -0.965 0.000
H -5.271 -0.406 -0.332 0.000
H -7.189 -0.701 -2.183 0.000
H -5.773 -1.766 -2.085 0.000
H -6.044 0.750 -3.819 0.000
H -5.616 -0.862 -4.380 0.000
H -3.607 0.868 -3.802 0.000
H -3.470 -0.795 -3.228 0.000

# 4
31
Properties=species:S:1:pos:R:3:nbo_charge:R:1 method="wB97M-V/def2-TZVPD" total_energy_ev=-33752.491 smiles="O=C(CCl)Nc1ccc(/N=N/c2ccccc2)cc1" homo_lumo_gap_ev=7.580
O -3.810 -2.149 -0.416 -0.595
C -4.175 -1.016 -0.199 0.662
N -3.384 0.056 0.020 -0.598
C -1.991 0.130 0.046 0.144
C -1.418 1.380 0.299 -0.238
C -0.051 1.527 0.328 -0.168
C 0.781 0.420 0.126 0.053
C 0.200 -0.830 -0.129 -0.195
C -1.168 -0.975 -0.174 -0.193
H -1.612 -1.936 -0.377 0.248
H 0.851 -1.673 -0.303 0.234
N 2.137 0.653 0.109 -0.168
N 2.898 -0.347 0.279 -0.173
C 4.251 -0.142 0.119 0.059
C 4.792 0.897 -0.651 -0.158
C 6.156 0.985 -0.826 -0.229
C 6.998 0.054 -0.235 -0.197
C 6.470 -0.977 0.529 -0.215
C 5.106 -1.086 0.699 -0.185
H 4.676 -1.880 1.290 0.224
H 7.130 -1.700 0.986 0.215
H 8.067 0.129 -0.375 0.214
H 6.571 1.782 -1.426 0.214
H 4.116 1.604 -1.108 0.222
H 0.399 2.488 0.524 0.228
H -2.059 2.234 0.467 0.210
H -3.865 0.936 0.185 0.415
C -5.681 -0.733 -0.159 -0.466
H -6.114 -1.044 -1.110 0.246
H -6.121 -1.333 0.640 0.246
Cl -6.142 0.962 0.121 -0.056

# 5
95
Properties=species:S:1:pos:R:3:lowdin_spin:R:1 method="wB97M-V/def2-TZVPD" total_charge=+3 total_energy_ev=-188448.954 multiplicity=2 homo_lumo_gap_ev="6.172 / 5.885"
Ir -0.403 0.505 1.548 0.698
C 1.467 -0.050 3.894 0.002
N 0.094 0.472 3.668 0.000
C 0.021 1.849 4.232 0.003
C -0.924 -0.370 4.346 0.000
C -1.017 -1.698 3.637 0.006
N -1.124 -1.535 2.143 0.060
C -2.540 -1.757 1.715 0.000
C -0.319 -2.632 1.549 0.008
H 1.670 -0.088 4.966 0.000
H 2.176 0.613 3.412 0.000
H 1.578 -1.047 3.474 0.000
H 0.295 1.823 5.289 0.000
H -0.994 2.227 4.136 0.000
H 0.709 2.492 3.697 0.000
H -1.868 0.164 4.324 0.000
H -0.641 -0.509 5.393 0.000
H -1.874 -2.266 3.999 0.001
H -0.133 -2.300 3.837 0.000
H -2.798 -2.798 1.924 0.001
H -2.626 -1.559 0.650 0.000
H -3.209 -1.105 2.264 0.000
H -0.623 -3.577 2.005 0.003
H 0.743 -2.474 1.733 0.001
H -0.513 -2.684 0.486 0.000
O -0.086 3.914 0.800 0.000
S -1.153 3.416 -0.032 0.007
O -0.988 3.380 -1.441 0.001
N -1.536 1.854 0.552 0.014
C -2.497 1.958 1.502 0.001
O -2.473 1.012 2.328 0.062
C -3.277 3.185 1.446 0.001
C -4.451 3.522 2.095 -0.001
C -5.020 4.755 1.793 0.000
C -4.436 5.609 0.862 -0.001
C -3.250 5.276 0.204 0.001
C -2.690 4.064 0.530 0.002
H -4.919 2.844 2.797 0.000
H -5.940 5.052 2.279 0.000
H -4.911 6.555 0.640 0.000
H -2.795 5.950 -0.510 0.000
C 2.191 0.890 -3.864 0.000
C 2.817 -0.497 -3.779 0.000
C 3.656 -0.741 -2.525 0.000
C 2.866 -0.870 -1.216 0.000
N 1.798 -1.867 -1.349 0.002
C 0.479 -1.616 -1.413 0.003
Se -0.434 -0.017 -0.968 0.010
N -0.149 -2.709 -1.884 0.000
C -1.571 -2.808 -2.254 0.000
C -1.846 -2.201 -3.623 0.000
C -3.323 -2.301 -4.001 0.000
C -4.250 -1.594 -3.013 0.000
C 0.787 -3.710 -2.090 0.001
C 0.653 -5.016 -2.569 0.000
C 1.807 -5.759 -2.637 0.001
C 3.059 -5.231 -2.252 0.000
C 3.195 -3.941 -1.798 0.000
C 2.022 -3.183 -1.727 0.001
H 1.657 1.022 -4.804 0.000
H 2.966 1.659 -3.827 0.000
H 1.478 1.077 -3.057 0.000
H 3.463 -0.646 -4.645 0.000
H 2.042 -1.268 -3.862 0.000
H 4.376 0.072 -2.390 0.000
H 4.250 -1.644 -2.664 0.000
H 2.372 0.054 -0.922 0.000
H 3.521 -1.186 -0.402 0.000
H -2.148 -2.312 -1.478 0.000
H -1.823 -3.868 -2.236 0.000
H -1.227 -2.710 -4.366 0.000
H -1.541 -1.149 -3.612 0.000
H -3.606 -3.352 -4.096 0.000
H -3.445 -1.866 -4.993 0.000
H -4.366 -2.152 -2.080 0.000
H -5.247 -1.477 -3.433 0.000
H -3.876 -0.593 -2.772 0.000
H -0.301 -5.429 -2.869 0.000
H 1.759 -6.778 -2.996 0.000
H 3.934 -5.863 -2.320 0.000
H 4.158 -3.547 -1.507 0.000
C 2.295 3.993 2.366 0.006
As 2.476 2.631 1.036 0.009
C 4.182 1.844 1.385 -0.001
C 2.547 3.277 -0.754 0.001
O 1.403 1.270 1.177 0.097
H 3.078 4.719 2.133 0.001
H 2.512 3.555 3.337 0.000
H 1.328 4.479 2.341 0.000
H 4.934 2.632 1.311 0.000
H 4.400 1.076 0.647 0.000
H 4.212 1.420 2.387 0.000
H 2.998 4.270 -0.726 0.000
H 1.564 3.331 -1.214 0.000
H 3.192 2.595 -1.301 0.000

# 6
13
Properties=species:S:1:pos:R:3:nbo_charge:R:1 method="wB97M-V/def2-TZVPD" total_energy_ev=-6323.478 smiles="CC(C)C=O" homo_lumo_gap_ev=10.655
C 0.109 -1.296 0.552 -0.637
C 0.172 0.214 0.157 -0.354
C 0.376 0.377 -1.361 -0.613
C -0.916 1.064 0.856 0.440
H -0.516 -1.947 -0.211 0.218
H 1.263 -1.770 0.644 0.217
H -0.343 -1.374 1.681 0.255
H 1.025 0.721 0.615 0.227
H 1.405 0.100 -1.803 0.226
H 0.316 1.494 -1.608 0.211
H -0.381 -0.319 -1.791 0.215
H -0.997 2.149 0.415 0.127
O -1.513 0.586 1.854 -0.533

# 7
7
Properties=species:S:1:pos:R:3:nbo_charge:R:1 method="wB97M-V/def2-TZVPD" total_energy_ev=-23226.918 smiles="O=[N+]([O-])S(=O)(=O)F" homo_lumo_gap_ev=10.407
N -1.040 -0.152 -0.081 0.438
O -1.291 0.855 0.447 -0.251
O -1.660 -1.021 -0.617 -0.263
O 1.738 -1.519 -0.122 -0.757
O 1.158 0.970 -0.999 -0.812
F 0.966 0.510 1.447 -0.467
S 0.906 -0.113 -0.130 2.111